[1]
{
  "formula": "C11H11N3O4",
  "method": "ωB97M-V/def2-TZVPD",
  "lumo_energy_ev": 0.5,
  "max_force_ev_per_a": 5.2,
  "de_lowest_ev": 0.000,
  "smiles": "NNc1ccc(C(=O)ON2C(=O)CCC2=O)cc1",
  "homo_energy_ev": -8.495,
  "total_energy_ev": -24243.6417,
  "symbols": ["C", "O", "H", "C", "C", "C", "C", "H", "H", "O", "C", "C", "H", "O", "H", "O", "C", "N", "N", "H", "H", "H", "C", "H", "H", "C", "H", "N", "C"],
  "positions_angstrom": [[0.34, 0.67, -0.21], [0.42, 3.69, -1.99], [-1.00, -0.06, 5.98], [0.32, 0.61, 2.26], [2.67, 1.15, -2.28], [-1.45, -1.55, 2.36], [1.33, 2.93, -2.31], [2.55, 3.82, -3.81], [0.06, -1.31, 6.24], [3.25, 0.17, -1.86], [-0.05, 0.04, 3.50], [-1.05, -1.02, 1.09], [0.40, 0.45, 4.37], [1.41, 1.51, -0.17], [1.13, 2.90, -4.43], [-0.25, 0.29, -1.23], [2.87, 1.68, -3.66], [1.85, 1.94, -1.49], [-1.28, -1.68, 4.76], [-1.43, -1.48, 0.19], [2.54, 0.92, -4.42], [0.98, 1.48, 2.26], [1.93, 2.93, -3.67], [3.91, 1.99, -3.85], [-2.11, -2.41, 2.36], [-0.16, 0.11, 1.05], [-2.06, -2.31, 4.78], [-0.88, -1.08, 5.98], [-0.91, -1.06, 3.57]],
  "lowdin_charge": [-0.378, 0.095, 0.083, -0.007, -0.423, -0.009, -0.402, 0.130, 0.071, 0.116, -0.026, 0.026, 0.086, 0.126, 0.140, 0.104, -0.052, 0.102, -0.057, 0.114, 0.147, 0.123, -0.061, 0.132, 0.105, -0.152, 0.127, 0.002, -0.261]
}

---

[2]
{
  "formula": "C11H11N4O10S2W",
  "method": "ωB97M-V/def2-TZVPD",
  "total_charge": 3,
  "lumo_energy_ev": -14.9,
  "max_force_ev_per_a": 7.6,
  "de_lowest_ev": 1.781,
  "homo_energy_ev": -20.011,
  "total_energy_ev": -61476.6393,
  "symbols": ["H", "O", "H", "C", "O", "N", "C", "O", "C", "O", "C", "O", "O", "H", "H", "H", "W", "H", "N", "C", "O", "N", "C", "O", "O", "H", "S", "N", "C", "C", "H", "H", "H", "H", "S", "O", "C", "C", "C"],
  "positions_angstrom": [[2.32, -6.13, 0.53], [0.54, 0.40, 1.29], [-4.06, -1.03, -3.50], [0.31, -3.97, -0.80], [-4.36, -1.55, -5.76], [1.42, -4.64, -0.62], [-1.21, -0.06, -5.12], [0.93, 1.81, -0.42], [-3.09, -0.55, -3.63], [2.56, 1.97, 1.56], [-2.52, -0.49, -4.90], [1.63, 0.90, -4.81], [-3.70, -0.51, -0.57], [-1.21, -6.48, -0.96], [2.30, -4.27, -0.94], [0.09, -7.33, 0.95], [0.37, -0.04, -0.63], [-0.77, -0.19, -6.10], [-0.88, -4.45, -0.54], [-1.06, -5.83, -0.08], [1.29, 0.35, -2.71], [-3.33, -1.08, -6.08], [1.43, -6.01, -0.09], [-2.79, -1.00, -7.13], [2.24, 0.01, -0.08], [-1.71, -3.91, -0.75], [1.74, 1.21, 0.76], [0.90, 0.66, -3.94], [-2.70, -0.21, -1.09], [-2.39, 0.02, -2.56], [0.20, -5.72, 1.65], [-1.96, -5.88, 0.53], [-0.84, 1.52, -2.11], [1.52, -6.70, -0.93], [0.44, -2.31, -1.60], [-1.44, -0.19, -0.44], [-1.18, 0.69, -2.80], [0.16, -6.27, 0.71], [-0.53, 0.50, -4.03]],
  "lowdin_charge": [0.151, -0.275, 0.165, -0.579, 0.171, 0.076, 0.156, -0.322, 0.138, -0.007, -0.008, 0.342, 0.308, 0.150, 0.168, 0.147, 1.827, 0.167, 0.068, -0.105, -0.162, -0.344, -0.104, 0.182, -0.352, 0.158, 0.601, -0.199, -0.362, -0.061, 0.135, 0.149, 0.164, 0.152, 0.789, -0.249, -0.026, -0.124, -0.084]
}